C40H82Cl10NO12 | wB97M-V/def2-TZVPD

Highest occupied orbital energy (eV): -11.35
Frontier orbital gap (hartree): 0.28899
Total energy (eV): -194083.451
Maximum force (eV Å⁻¹): 2.63
Charge: +1

Last column: Löwdin charge in e.
Positions of all 145 atoms, in Å:
C: 1.67933 -1.17769 -2.51665  -0.10
C: 1.20303 0.00172 -1.67647  -0.19
C: 1.36853 -0.30481 -0.18935  -0.11
N: 0.50466 0.58477 0.68189  -0.22
C: 0.86386 2.03063 0.40619  0.03
C: 0.57565 0.18812 2.13620  -0.10
C: -0.71300 0.76154 2.70712  -0.14
C: -1.70974 0.17037 1.70608  -0.12
C: -0.98855 0.45683 0.37330  -0.08
H: 1.42849 -0.94775 -3.55172  0.06
H: 1.29881 -2.17481 -2.29475  0.03
H: 2.75867 -1.32504 -2.43820  0.04
H: 0.19210 0.32663 -1.93124  0.11
H: 1.86230 0.83954 -1.91902  0.11
H: 2.38753 -0.08746 0.12831  0.11
H: 1.07268 -1.32580 0.04845  0.08
H: 1.92463 2.13752 0.19117  0.04
H: 0.54235 2.64358 1.24206  0.11
H: 0.34268 2.27759 -0.51418  0.09
H: 1.51253 0.60192 2.51404  0.10
H: 0.61267 -0.89082 2.27812  0.11
H: -0.70769 1.84990 2.74791  0.10
H: -0.85465 0.36380 3.71327  0.11
H: -2.67683 0.65715 1.82802  0.10
H: -1.84120 -0.89503 1.88267  0.07
H: -1.38311 1.30026 -0.18074  0.11
H: -1.15181 -0.41120 -0.26292  0.11
Cl: 1.99027 -6.98741 -4.77488  0.53
C: 3.33457 -5.87538 -4.32915  -0.64
C: 2.79855 -4.78239 -3.44061  -0.64
Cl: 4.21491 -3.77543 -2.98635  0.61
H: 3.79776 -5.50541 -5.23482  0.07
H: 4.01545 -6.45082 -3.70511  0.07
H: 2.40215 -4.98734 -2.45015  0.05
H: 2.07282 -4.16312 -3.96637  0.04
Cl: 3.75309 2.26005 2.57920  0.61
C: 5.40620 2.14518 1.87872  -0.58
C: 5.56385 3.05320 0.66879  -0.59
Cl: 4.51503 2.63436 -0.73696  0.58
H: 5.53505 1.11559 1.55517  0.03
H: 6.09431 2.41678 2.67283  0.09
H: 6.56958 2.82141 0.31978  0.08
H: 5.39622 4.10411 0.87031  0.07
Cl: 1.25939 -3.79056 1.05751  0.65
C: 0.10396 -5.15391 1.01139  -0.61
C: -1.03564 -4.87442 1.96044  -0.65
Cl: -2.11665 -3.60976 1.32862  0.57
H: 0.59218 -6.08387 1.29297  0.08
H: -0.31660 -5.25509 0.01232  0.03
H: -0.69749 -4.47395 2.91494  0.05
H: -1.66888 -5.73024 2.18526  0.08
Cl: -0.82449 -3.93468 -2.57382  0.62
C: -1.91564 -4.15619 -3.93389  -0.64
C: -1.42052 -3.42028 -5.17287  -0.64
Cl: -1.25315 -1.68372 -4.94212  0.63
H: -2.86437 -3.67652 -3.69513  0.06
H: -2.04360 -5.19735 -4.21818  0.09
H: -2.01330 -3.67965 -6.04803  0.09
H: -0.40052 -3.73806 -5.39455  0.04
Cl: -1.80919 -0.07346 7.32738  0.54
C: -0.05204 -0.29038 7.06226  -0.69
C: 0.42818 -1.59786 7.67110  -0.62
Cl: 2.20588 -1.64828 7.39908  0.58
H: 0.38994 0.58438 7.53306  0.06
H: 0.16547 -0.21934 5.99843  0.05
H: -0.06848 -2.41925 7.16502  0.07
H: 0.21674 -1.55972 8.73495  0.07
C: 4.83550 -0.88379 0.04014  -0.11
O: 3.92785 -1.43890 0.95757  -0.21
C: 4.26738 -1.15534 2.30811  -0.19
C: 3.28124 -1.89371 3.19071  -0.24
O: 3.67642 -3.19725 3.46377  -0.15
C: 2.85048 -3.81874 4.40466  -0.12
H: 5.84674 -1.17558 0.35945  0.10
H: 4.79351 0.21448 0.02119  0.01
H: 4.75092 -1.24164 -0.98340  0.08
H: 4.21213 -0.07602 2.48458  0.03
H: 5.28914 -1.47980 2.52720  0.14
H: 2.26232 -1.86520 2.78189  0.07
H: 3.22710 -1.26815 4.09863  0.13
H: 3.12407 -4.83697 4.67144  0.10
H: 1.84202 -3.93619 3.97687  0.06
H: 2.66309 -3.26995 5.33205  0.03
C: -3.38321 -1.00703 -1.92514  -0.09
O: -2.74482 0.24159 -2.07424  -0.21
C: -3.40676 1.07274 -2.98876  -0.21
C: -2.85074 2.48247 -2.91235  -0.19
O: -1.57013 2.50024 -3.51976  -0.20
C: -0.86712 3.70315 -3.49414  -0.13
H: -2.82263 -1.55024 -1.15155  0.06
H: -3.25516 -1.71325 -2.75016  0.05
H: -4.39273 -0.84169 -1.54146  0.09
H: -4.48758 1.18761 -2.84241  0.12
H: -3.24396 0.71866 -4.01293  0.12
H: -2.72883 2.82400 -1.87234  0.12
H: -3.44357 3.23509 -3.44720  0.13
H: -1.31222 4.53768 -4.04548  0.09
H: 0.08473 3.56969 -4.01234  0.09
H: -0.59654 4.02735 -2.48422  0.08
C: -0.48287 4.10073 5.38446  -0.10
O: -1.17396 4.40391 4.19038  -0.19
C: -2.54633 4.05289 4.21526  -0.21
C: -3.22815 4.74384 3.04613  -0.21
O: -3.21756 6.13723 3.24729  -0.18
C: -3.87362 6.88338 2.24179  -0.09
H: 0.58282 4.23360 5.20655  0.09
H: -0.77437 3.07926 5.65023  0.07
H: -0.65648 4.72806 6.26608  0.09
H: -3.01893 4.39634 5.14059  0.14
H: -2.61262 2.96187 4.16702  0.11
H: -4.27438 4.48103 2.88406  0.11
H: -2.60119 4.48835 2.17871  0.13
H: -4.27132 7.77098 2.72349  0.09
H: -4.71659 6.30234 1.84169  0.08
H: -3.20023 7.05689 1.39873  0.09
C: 4.78989 1.89751 -5.27860  -0.12
O: 4.91342 0.58685 -5.74845  -0.17
C: 3.74036 -0.16715 -5.56778  -0.21
C: 4.06057 -1.64287 -5.87194  -0.18
O: 2.96902 -2.51263 -5.61245  -0.23
C: 1.87998 -2.39980 -6.50347  -0.12
H: 4.43658 1.89648 -4.23809  0.07
H: 4.01883 2.45418 -5.83019  0.09
H: 5.69233 2.49759 -5.35217  0.09
H: 2.95814 0.16234 -6.26331  0.13
H: 3.43487 -0.04551 -4.52400  0.11
H: 4.69708 -1.96294 -5.04546  0.09
H: 4.56883 -1.75317 -6.82935  0.14
H: 1.12048 -1.75217 -6.04019  0.03
H: 1.37124 -3.34349 -6.69874  0.08
H: 2.05343 -1.90083 -7.46142  0.10
C: -8.38397 1.97582 1.63656  0.07
C: -8.13095 1.51342 0.40184  -0.22
C: -6.73023 1.32171 -0.12442  -0.31
O: -6.53442 0.89059 -1.23616  0.12
C: -5.70697 1.59008 0.88752  0.08
C: -5.97314 1.99783 2.13239  -0.22
C: -7.35745 2.26182 2.65097  -0.31
O: -7.68471 2.58529 3.76828  0.14
O: -4.98637 2.09984 3.04145  0.07
O: -9.18044 1.28963 -0.43080  0.10
H: -9.43719 2.17073 1.79633  0.14
H: -4.66981 1.36150 0.67214  0.12
H: -5.35719 2.19557 3.93406  0.13
H: -8.76004 1.25312 -1.31344  0.12

***

C40H82InN4O8 | wB97M-V/def2-TZVPD

Highest occupied orbital energy (eV): -9.92
Frontier orbital gap (hartree): 0.12703
Total energy (eV): -70274.136
Maximum force (eV Å⁻¹): 16.17
Charge: +1
Relative energy (zero: lowest compared OMol25 entry of this formula, charge and spin) (kcal per mole): 691.37

Last column: Löwdin charge in e.
Positions of all 135 atoms, in Å:
In: 1.03357 4.04470 -1.36176  1.18
C: -0.22976 0.55907 -0.36343  -0.24
C: -0.13742 2.04870 -0.68664  -0.63
O: 0.33210 2.87126 0.09571  -0.09
O: -0.49546 2.43230 -1.81171  0.03
H: 0.74136 0.16565 -0.06303  0.05
H: -0.73117 0.01293 -1.16243  0.05
H: -0.89159 0.53939 0.50240  0.10
C: 0.74724 -1.36909 -2.60958  0.00
C: -0.03464 -0.13142 -2.99156  -0.45
O: -1.23226 -0.13181 -2.79301  0.02
O: 0.51395 0.90024 -3.46548  0.16
H: 1.14868 -1.86445 -3.49364  0.14
H: 0.14887 -2.05230 -2.00684  0.09
H: 1.58561 -1.12039 -1.95891  0.02
C: 0.68305 -1.46837 4.83064  -0.06
C: 0.68922 -0.28464 3.98534  -0.40
C: 0.24007 -0.73507 2.51853  -0.08
C: -1.29651 -0.79168 2.26778  -0.15
C: -1.99618 0.48814 2.81729  -0.10
C: -1.73001 0.72952 4.33657  -0.47
N: -0.23609 0.79028 4.54825  -0.11
O: 0.13371 1.31938 5.77244  0.01
C: -2.45384 2.02148 4.69189  -0.04
C: -2.39088 -0.37925 5.20529  -0.02
C: 2.19880 0.20084 3.80082  0.02
H: -0.30420 -1.92969 4.80560  0.07
H: 0.83258 -1.32576 5.90087  0.11
H: 1.30092 -2.26144 4.40946  0.03
H: 0.74149 -0.08535 1.80121  0.09
H: 0.49604 -1.76556 2.27223  0.07
H: -1.79045 -1.68295 2.65478  0.12
H: -1.55493 -0.84656 1.21028  0.05
H: -3.06101 0.55204 2.59334  0.11
H: -1.64573 1.29642 2.17543  0.11
H: -2.44609 2.13922 5.77549  0.09
H: -1.82952 2.78420 4.22650  0.09
H: -3.43977 2.08008 4.23081  0.09
H: -1.92061 -0.49298 6.18202  0.08
H: -3.43375 -0.12985 5.40110  0.09
H: -2.23256 -1.34479 4.72491  0.06
H: 2.61441 0.73298 4.65651  0.09
H: 2.10935 0.97537 3.03911  0.07
H: 2.86103 -0.55878 3.38546  0.06
H: 0.29945 0.51921 6.27628  0.07
C: -2.17252 0.03310 -0.68363  -0.11
C: -3.61664 0.27462 -1.27006  -0.36
C: -4.09762 1.40940 -0.27841  -0.10
C: -5.26875 2.25724 -0.80903  -0.15
C: -5.05180 2.71798 -2.23175  -0.15
C: -4.61887 1.65437 -3.25576  -0.48
N: -3.49795 0.95608 -2.61313  0.00
O: -2.76782 0.09245 -3.49087  0.00
C: -5.82414 0.73346 -3.65855  -0.02
C: -4.26107 2.37044 -4.57836  -0.03
C: -4.52631 -0.91942 -1.17634  -0.01
H: -1.66165 -0.86577 -1.02881  0.13
H: -2.30603 -0.09188 0.39092  0.07
H: -1.53673 0.87619 -0.95396  0.06
H: -4.46141 0.96518 0.64810  0.11
H: -3.30827 2.06875 0.08255  0.12
H: -5.60936 3.02303 -0.11215  0.12
H: -6.09345 1.58793 -1.05401  0.09
H: -4.38931 3.58329 -2.21037  0.12
H: -5.95159 3.01793 -2.76887  0.12
H: -6.53928 1.25243 -4.29679  0.08
H: -5.54908 -0.21036 -4.12933  0.09
H: -6.40448 0.55760 -2.75279  0.06
H: -3.61647 3.22731 -4.38248  0.08
H: -3.75277 1.87686 -5.40668  0.08
H: -5.16295 2.70159 -5.09319  0.08
H: -5.59034 -0.68661 -1.21799  0.08
H: -4.35681 -1.49397 -0.26571  0.10
H: -4.44115 -1.58535 -2.03507  0.08
H: -3.38380 -0.64172 -3.54712  0.10
C: 1.27134 -5.51009 1.54304  0.00
C: 0.98011 -4.07797 2.18704  -0.41
C: 2.15893 -3.42556 2.85468  -0.15
C: 3.21551 -2.71017 2.05785  -0.13
C: 2.59863 -1.84349 0.98830  -0.15
C: 1.47752 -2.44202 0.17102  -0.37
N: 0.54325 -3.11059 1.11451  -0.12
O: -0.61673 -3.51875 0.43084  0.02
C: 0.74731 -1.33006 -0.55646  -0.19
C: 2.08415 -3.35587 -0.91924  0.02
C: -0.09490 -4.38628 3.29808  0.00
H: 0.36838 -5.77279 0.99191  0.08
H: 1.53285 -6.34566 2.19230  0.09
H: 1.94988 -5.43052 0.69371  0.06
H: 1.90746 -2.72525 3.65120  0.04
H: 2.52763 -4.16422 3.56639  0.14
H: 3.84017 -3.37906 1.46584  0.12
H: 3.75428 -2.01466 2.70135  0.11
H: 3.34037 -1.48589 0.27412  0.08
H: 2.39271 -0.93862 1.56007  0.08
H: 0.13970 -1.73554 -1.36547  -0.01
H: 0.13461 -0.72299 0.11000  0.05
H: 1.37505 -0.47955 -0.82231  0.06
H: 2.87295 -4.03283 -0.59117  0.08
H: 1.32363 -3.99932 -1.36159  0.11
H: 2.55632 -2.76111 -1.70117  0.09
H: -0.95038 -4.84124 2.79883  0.08
H: -0.41350 -3.51266 3.86675  0.05
H: 0.18698 -5.17457 3.99611  0.10
H: -1.15295 -2.74654 0.62514  0.08
C: 3.27868 -0.01745 -1.30581  0.02
C: 3.15884 1.54691 -1.07609  -0.32
C: 4.60631 2.13990 -0.80772  -0.11
C: 5.44553 2.19994 -2.04386  -0.20
C: 4.76231 3.01884 -3.04381  -0.14
C: 3.26381 2.68239 -3.35993  -0.46
N: 2.55648 2.41986 -2.13644  0.00
O: 1.16553 2.08382 -2.40644  -0.18
C: 2.71346 3.89047 -4.14076  -0.04
C: 3.25887 1.45499 -4.32723  0.02
C: 2.34471 1.78187 0.22631  -0.04
H: 2.37469 -0.55135 -1.59882  0.02
H: 3.67259 -0.48593 -0.40389  0.07
H: 4.13150 -0.25520 -1.94162  0.10
H: 4.60957 3.13937 -0.37279  0.13
H: 5.15317 1.55202 -0.07054  0.13
H: 5.52975 1.19658 -2.46132  0.11
H: 6.48329 2.44270 -1.81533  0.14
H: 5.30280 2.95268 -3.98805  0.13
H: 4.86295 4.07849 -2.80902  0.13
H: 3.24150 4.15163 -5.05786  0.11
H: 1.72032 3.67022 -4.53225  0.09
H: 2.63360 4.80690 -3.55606  0.05
H: 2.28265 1.15293 -4.70650  0.09
H: 3.93552 1.67883 -5.15194  0.10
H: 3.70871 0.54588 -3.92814  0.08
H: 2.62268 1.03428 0.96923  0.09
H: 1.32003 1.42504 0.12233  0.03
H: 2.43286 2.78388 0.64620  0.10
H: 1.25691 1.25986 -2.89054  -0.17